# C4H7ClS

One molecule with the formula C4H7ClS in a non-equilibrium geometry (ωB97M-V/def2-TZVPD, the OMol25 dataset).

Each line ends with the natural charge from an NBO analysis.
Cartesian coordinates (Å):
C1 -0.20 -1.06 1.13  -0.37
C2 0.61 -0.81 -0.23  -0.43
C3 0.41 0.49 -0.84  -0.30
C4 -0.78 1.41 -0.64  -0.49
H1 -1.19 -0.70 0.78  0.20
H2 -0.39 -2.11 1.37  0.22
H3 0.10 -1.51 -0.89  0.21
H4 1.68 -1.14 -0.01  0.23
H5 0.96 0.69 -1.74  0.23
H6 -0.94 2.04 -1.55  0.23
H7 -1.65 1.06 -0.17  0.22
S1 0.72 1.90 0.28  0.10
Cl1 0.65 -0.27 2.52  -0.06

Properties
**Electronic energy**: -1014.935062 a.u.
**SMILES**: ClCC[C@H]1CS1
**E_LUMO**: 0.88 eV
**Relative energy (zero: lowest compared OMol25 entry of this formula, charge and spin)**: 21.2 kcal per mole
**Gap between HOMO and LUMO**: 9.26 eV